Record 1
Molecular formula: C38H34AuCl3GeINO4P2
Method: DFT, the ωB97M-V functional and the def2-TZVPD basis

Values from the calculation:
E_LUMO (alpha / beta) in eV: -2.2512 / -5.2960
2S+1: 4
Net charge: +1
Orbital gap (alpha / beta) in eV: 8.51 / 5.52

Positions of all 85 atoms, in Å:
Au: 0.374 0.490 0.662
O: -0.429 1.799 -0.949
P: -1.729 1.768 -1.732
C: -3.180 1.258 -0.758
P: -2.820 -0.172 0.325
O: -1.520 -0.823 -0.103
C: -4.204 -1.285 0.146
C: -5.374 -1.100 0.880
C: -6.449 -1.952 0.681
C: -6.351 -2.986 -0.242
C: -5.182 -3.174 -0.966
C: -4.104 -2.324 -0.777
C: -2.766 0.412 2.022
C: -2.033 -0.378 2.910
C: -1.908 0.009 4.235
C: -2.519 1.173 4.680
C: -3.272 1.948 3.806
C: -3.401 1.567 2.480
C: -1.656 0.676 -3.147
C: -2.794 0.244 -3.829
C: -2.658 -0.516 -4.980
C: -1.393 -0.835 -5.460
C: -0.261 -0.396 -4.789
C: -0.391 0.358 -3.632
C: -2.060 3.428 -2.316
C: -0.983 4.307 -2.425
C: -1.191 5.586 -2.918
C: -2.464 5.986 -3.300
C: -3.536 5.109 -3.196
C: -3.336 3.828 -2.707
H: -3.949 0.922 -1.454
H: -3.587 2.110 -0.214
H: -5.441 -0.308 1.616
H: -7.357 -1.819 1.253
H: -7.189 -3.654 -0.389
H: -5.109 -3.989 -1.674
H: -3.182 -2.470 -1.327
H: -1.531 -1.270 2.562
H: -1.329 -0.601 4.916
H: -2.417 1.475 5.715
H: -3.760 2.847 4.159
H: -3.995 2.180 1.813
H: -3.790 0.496 -3.487
H: -3.541 -0.857 -5.503
H: -1.291 -1.425 -6.361
H: 0.726 -0.642 -5.162
H: 0.489 0.696 -3.099
H: 0.008 3.986 -2.127
H: -0.357 6.270 -3.005
H: -2.622 6.985 -3.684
H: -4.526 5.423 -3.498
H: -4.177 3.149 -2.635
C: 2.170 0.578 3.872
C: 1.364 1.752 3.490
C: 1.281 2.964 4.260
C: 0.474 3.818 3.583
C: 0.061 3.136 2.392
C: -0.805 3.704 1.339
N: 0.609 1.894 2.364
H: 2.536 0.699 4.888
H: 3.036 0.488 3.209
H: 1.612 -0.351 3.775
H: 1.780 3.113 5.204
H: 0.172 4.818 3.850
H: -1.329 4.580 1.717
H: -1.527 2.969 0.990
H: -0.202 3.999 0.478
I: 3.601 -2.599 -4.299
C: 2.963 -2.468 -2.319
C: 1.620 -2.257 -2.060
C: 1.187 -2.100 -0.749
C: 2.100 -2.184 0.300
C: 3.435 -2.463 0.030
C: 3.877 -2.588 -1.278
C: 1.685 -1.988 1.727
O: 2.179 -2.625 2.628
O: 0.741 -1.089 1.978
H: 0.905 -2.230 -2.870
H: 0.129 -2.004 -0.559
H: 4.123 -2.561 0.859
H: 4.922 -2.774 -1.483
Cl: 4.380 0.699 0.742
Ge: 2.621 1.505 -0.193
Cl: 2.939 1.381 -2.320
Cl: 2.657 3.626 0.230

***

Record 2
Molecular formula: C38H34BrIN5O4RuS3
Method: DFT, the ωB97M-V functional and the def2-TZVPD basis

Values from the calculation:
E_LUMO (alpha / beta) in eV: -3.2170 / -4.3685
2S+1: 5
Net charge: +1
Orbital gap (alpha / beta) in eV: 7.60 / 6.45

Positions of all 87 atoms, in Å:
Ru: 0.080 -0.079 -0.098
C: 3.198 -0.916 0.540
N: 2.227 -0.975 -0.565
C: 2.107 -2.375 -1.017
C: 2.691 -0.145 -1.694
C: 1.552 0.075 -2.636
C: 1.715 0.133 -4.013
C: 0.634 0.414 -4.837
C: -0.618 0.650 -4.286
C: -0.797 0.573 -2.911
C: 0.280 0.267 -2.092
H: 4.144 -1.371 0.228
H: 2.811 -1.471 1.393
H: 3.374 0.115 0.827
H: 3.057 -2.705 -1.450
H: 1.325 -2.464 -1.771
H: 1.876 -3.017 -0.174
H: 3.549 -0.611 -2.190
H: 3.006 0.816 -1.286
H: 2.696 -0.037 -4.440
H: 0.768 0.446 -5.910
H: -1.467 0.874 -4.918
H: -1.778 0.743 -2.493
Br: 0.371 1.428 4.848
C: 1.808 2.360 4.034
C: 2.628 3.067 4.903
C: 3.697 3.800 4.414
C: 3.947 3.840 3.051
C: 3.131 3.129 2.192
C: 2.054 2.371 2.661
C: 1.286 1.588 1.648
O: 1.634 1.636 0.434
O: 0.328 0.837 1.989
H: 2.421 3.040 5.963
H: 4.331 4.341 5.104
H: 4.772 4.420 2.662
H: 3.303 3.148 1.125
I: -3.732 4.804 1.683
C: -2.399 3.692 0.571
C: -1.776 4.061 -0.598
N: -1.004 3.023 -0.963
N: -1.089 2.010 -0.095
C: -1.936 2.397 0.846
H: -1.828 4.970 -1.171
H: -0.390 2.944 -1.757
H: -2.169 1.754 1.678
O: -1.736 -0.774 -0.248
C: -3.013 -1.056 -0.771
C: -2.865 -1.697 -2.138
C: -3.714 -1.676 -3.201
C: -3.284 -2.515 -4.270
C: -2.123 -3.160 -3.991
S: -1.535 -2.755 -2.434
C: -3.663 -2.043 0.199
C: -3.599 -1.998 1.560
C: -4.338 -3.041 2.181
C: -4.942 -3.854 1.274
S: -4.627 -3.363 -0.334
C: -3.850 0.213 -0.823
C: -4.771 0.632 0.092
C: -5.304 1.920 -0.191
C: -4.780 2.461 -1.321
S: -3.653 1.406 -2.057
H: -4.624 -1.095 -3.223
H: -3.828 -2.631 -5.195
H: -1.568 -3.843 -4.613
H: -3.048 -1.237 2.096
H: -4.412 -3.179 3.250
H: -5.557 -4.720 1.459
H: -5.067 0.045 0.947
H: -6.045 2.413 0.420
H: -5.001 3.413 -1.776
N: 0.241 -5.510 5.091
C: -0.278 -5.497 3.842
O: -0.852 -6.445 3.353
C: -0.112 -4.219 3.047
C: -0.452 -4.271 1.703
C: -0.327 -3.134 0.934
N: 0.124 -1.971 1.422
C: 0.437 -1.914 2.719
C: 0.330 -3.009 3.561
H: 0.152 -6.359 5.624
H: 0.736 -4.740 5.498
H: -0.830 -5.193 1.285
H: -0.606 -3.147 -0.110
H: 0.754 -0.954 3.100
H: 0.580 -2.872 4.604

***

Record 3
Molecular formula: C38H35BrF32NO8PS2
Method: DFT, the ωB97M-V functional and the def2-TZVPD basis

Values from the calculation:
E_LUMO in eV: -0.7635
Net charge: 0
Orbital gap in eV: 7.78
SMILES string: CCOc1ccc2c(c1P(O)Br)Sc1c(CCOC(C)=O)cc(S)cc1N2.FC(F)C(F)(F)COC(F)(F)C(F)F.FC(F)C(F)(F)COC(F)(F)C(F)F.FC(F)C(F)(F)COC(F)(F)C(F)F.FC(F)C(F)(F)COC(F)(F)C(F)F

Positions of all 118 atoms, in Å:
C: 1.700 -5.023 -4.414
C: 2.337 -3.625 -4.956
O: 1.868 -3.302 -6.322
C: 0.693 -2.493 -6.080
C: -0.733 -3.108 -6.004
C: -1.991 -2.261 -5.702
C: -1.822 -0.723 -5.459
C: -0.368 -0.125 -5.556
C: 0.903 -0.947 -5.867
P: 2.638 -0.141 -5.981
O: 2.530 1.403 -6.732
Br: 3.456 0.258 -3.885
S: -0.278 1.712 -5.215
C: -1.467 1.850 -3.776
C: -1.148 2.727 -2.539
C: 0.261 3.526 -2.553
C: 0.430 4.663 -1.430
O: 1.709 4.379 -0.741
C: 2.793 5.007 -1.415
C: 3.044 6.574 -1.116
O: 3.557 4.379 -2.201
C: -2.211 2.716 -1.385
C: -3.528 1.830 -1.524
S: -4.758 1.799 -0.086
C: -3.815 0.965 -2.786
C: -2.769 0.970 -3.941
N: -2.990 0.166 -5.163
H: 1.835 -5.039 -3.265
H: 2.296 -5.863 -4.898
H: 0.574 -5.070 -4.591
H: 1.960 -2.829 -4.204
H: 3.477 -3.611 -4.872
H: -0.868 -4.238 -6.174
H: -3.051 -2.671 -5.617
H: 3.016 2.087 -6.210
H: 1.082 2.728 -2.380
H: 0.430 3.898 -3.627
H: 0.577 5.664 -1.988
H: -0.414 4.717 -0.670
H: 3.157 6.765 0.009
H: 2.190 7.187 -1.568
H: 4.050 6.873 -1.591
H: -2.049 3.301 -0.426
H: -4.331 0.707 0.695
H: -4.735 0.305 -2.919
H: -2.963 0.856 -5.948
C: -1.842 6.787 4.682
C: -2.877 7.077 3.580
C: -4.048 6.095 3.494
F: -3.639 4.824 3.291
F: -4.851 6.410 2.446
F: -2.235 7.192 2.393
F: -3.399 8.314 3.838
O: -0.684 6.041 4.292
C: -0.851 4.642 4.225
C: -0.805 4.097 2.790
F: -1.668 4.729 1.963
F: -1.136 2.784 2.756
F: -1.978 4.306 4.882
F: 0.166 4.105 4.936
H: -1.445 7.758 4.990
H: -2.301 6.379 5.587
H: -4.655 6.122 4.399
H: 0.197 4.204 2.368
C: -2.458 -2.336 4.511
C: -1.209 -2.846 5.266
C: -1.291 -2.845 6.797
F: -1.533 -1.627 7.317
F: -0.109 -3.250 7.331
F: -0.125 -2.163 4.826
F: -1.012 -4.142 4.878
O: -2.459 -0.957 4.097
C: -2.814 0.018 5.057
C: -1.632 0.909 5.477
F: -0.568 0.189 5.886
F: -1.976 1.715 6.512
F: -3.419 -0.590 6.096
F: -3.771 0.784 4.473
H: -2.487 -2.890 3.570
H: -3.388 -2.608 5.017
H: -2.068 -3.525 7.146
H: -1.306 1.538 4.646
C: -4.092 -6.027 1.714
C: -3.775 -5.506 3.133
C: -3.160 -6.521 4.103
F: -3.932 -7.605 4.299
F: -2.992 -5.957 5.327
F: -4.888 -4.934 3.648
F: -2.868 -4.488 2.985
O: -5.434 -6.468 1.446
C: -5.788 -7.778 1.845
C: -6.797 -7.804 3.003
F: -6.388 -7.072 4.059
F: -6.977 -9.069 3.453
F: -4.665 -8.477 2.099
F: -6.349 -8.361 0.761
H: -3.964 -5.170 1.047
H: -3.355 -6.757 1.368
H: -2.184 -6.857 3.751
H: -7.764 -7.411 2.680
C: 7.271 1.353 -2.853
C: 7.575 0.879 -4.292
C: 7.489 -0.634 -4.517
F: 8.322 -1.332 -3.721
F: 7.842 -0.947 -5.791
F: 8.774 1.379 -4.674
F: 6.652 1.469 -5.113
O: 8.399 1.555 -1.984
C: 8.953 0.419 -1.351
C: 10.354 0.063 -1.869
F: 10.388 -0.067 -3.210
F: 10.771 -1.120 -1.353
F: 8.077 -0.601 -1.434
F: 9.037 0.726 -0.035
H: 6.827 2.349 -2.947
H: 6.494 0.752 -2.374
H: 6.474 -0.998 -4.353
H: 11.075 0.835 -1.592

***

In kJ/mol, the ΔE to the lowest compared entry with this formula, charge and spin values for the records above are, in order, 25.49, 96.87, 0.00.
In a.u., the DFT total energy values for the records above are, in order, -6397.702144, -6204.095931, -9032.781366.